{"formula": "C55H113F12N5O11", "method": "ωB97M-V/def2-TZVPD", "species": ["C", "C", "O", "C", "O", "C", "F", "F", "F", "H", "H", "H", "H", "H", "C", "C", "O", "C", "O", "C", "F", "F", "F", "H", "H", "H", "H", "H", "C", "C", "O", "C", "O", "C", "F", "F", "F", "H", "H", "H", "H", "H", "C", "C", "O", "C", "O", "C", "F", "F", "F", "H", "H", "H", "H", "H", "C", "C", "N", "C", "C", "C", "C", "H", "H", "H", "H", "H", "H", "H", "H", "H", "H", "H", "H", "H", "H", "H", "C", "C", "N", "C", "C", "C", "C", "H", "H", "H", "H", "H", "H", "H", "H", "H", "H", "H", "H", "H", "H", "H", "C", "C", "N", "C", "C", "C", "C", "H", "H", "H", "H", "H", "H", "H", "H", "H", "H", "H", "H", "H", "H", "H", "C", "C", "N", "C", "C", "C", "C", "H", "H", "H", "H", "H", "H", "H", "H", "H", "H", "H", "H", "H", "H", "H", "C", "C", "N", "C", "C", "C", "C", "H", "H", "H", "H", "H", "H", "H", "H", "H", "H", "H", "H", "H", "H", "H", "C", "C", "C", "O", "H", "H", "H", "H", "H", "H", "C", "C", "C", "O", "H", "H", "H", "H", "H", "H", "C", "C", "C", "O", "H", "H", "H", "H", "H", "H"], "positions_angstrom": [[3.55047, 0.60966, -3.33574], [3.08624, 1.45060, -2.17226], [2.54289, 2.72421, -2.62882], [1.35121, 2.74757, -3.20075], [0.50214, 1.91200, -3.06213], [1.06069, 4.00644, -4.03080], [2.03373, 4.91472, -3.96086], [0.91628, 3.66526, -5.31528], [-0.07234, 4.55626, -3.59392], [3.99094, -0.28973, -2.90752], [4.25639, 1.15102, -3.96554], [2.69388, 0.36469, -3.96568], [3.90624, 1.75169, -1.52305], [2.43724, 0.85183, -1.53107], [7.26024, 1.21513, 1.68477], [6.48130, 0.32092, 2.63007], [5.98805, -0.84687, 1.97493], [4.95090, -0.70552, 1.17876], [4.29289, 0.29058, 1.04379], [4.53000, -2.03279, 0.49422], [3.26045, -2.29055, 0.75673], [4.67749, -1.91910, -0.83332], [5.27727, -3.05359, 0.92050], [8.19320, 0.71033, 1.42159], [7.54253, 2.18144, 2.09920], [6.72013, 1.40076, 0.75582], [5.69401, 0.88346, 3.13499], [7.12878, -0.06240, 3.41551], [1.08938, 1.33880, 4.67729], [2.43126, 0.69697, 4.32565], [3.41309, 1.46988, 5.08220], [4.44062, 0.80902, 5.59448], [4.66071, -0.35860, 5.44458], [5.27487, 1.69033, 6.53448], [4.80006, 1.60328, 7.77748], [6.54368, 1.29697, 6.54503], [5.22801, 2.97240, 6.14579], [0.30629, 0.87474, 4.08263], [1.15446, 2.41049, 4.47119], [0.92788, 1.23562, 5.74905], [2.66379, 0.76830, 3.26602], [2.45143, -0.30777, 4.73736], [1.07114, 3.00649, 0.30455], [0.14934, 2.04159, 1.01502], [-0.54207, 1.19061, 0.07958], [0.08093, 0.05446, -0.15361], [1.05240, -0.35097, 0.41975], [-0.55817, -0.79854, -1.26673], [-0.91974, -1.97549, -0.72886], [-1.60799, -0.21872, -1.83849], [0.33800, -1.06875, -2.22655], [1.21528, 3.93066, 0.86315], [0.62996, 3.23251, -0.66587], [2.05349, 2.56197, 0.13578], [-0.63385, 2.56163, 1.56065], [0.67996, 1.47419, 1.77753], [-4.21229, -7.93976, -1.79819], [-3.67875, -6.50711, -1.90776], [-3.92684, -5.72271, -0.70905], [-3.16181, -6.17223, 0.44876], [-3.44185, -5.40217, 1.72299], [-3.87477, -4.29137, -0.93996], [-2.48415, -3.77253, -1.31836], [-3.66591, -8.50741, -1.04811], [-4.08697, -8.42284, -2.76814], [-5.27462, -7.89556, -1.56590], [-2.61783, -6.48698, -2.19923], [-4.24762, -6.03382, -2.71346], [-3.37308, -7.23376, 0.59374], [-2.06991, -6.18494, 0.26864], [-4.49509, -5.37336, 2.01012], [-2.94013, -5.92207, 2.54415], [-3.08275, -4.37248, 1.70230], [-4.19679, -3.73172, -0.05769], [-4.62049, -3.98979, -1.68059], [-2.41968, -2.68738, -1.40508], [-2.19260, -4.17641, -2.28970], [-1.81224, -4.09736, -0.52145], [-4.56618, -1.25951, -3.01201], [-5.27604, -0.67240, -4.22443], [-4.31464, -0.24655, -5.24614], [-4.93832, 0.06946, -6.51912], [-5.78936, -1.08557, -7.07466], [-3.53557, 0.87719, -4.72992], [-2.22449, 1.08316, -5.48777], [-4.10310, -0.49314, -2.39324], [-3.77438, -1.87002, -3.45749], [-5.21724, -1.87674, -2.39776], [-6.03386, -1.31243, -4.67087], [-5.87493, 0.20168, -3.90298], [-5.55865, 0.98080, -6.45400], [-4.16496, 0.30320, -7.24913], [-5.45070, -2.06008, -6.72468], [-6.81828, -0.96650, -6.73239], [-5.77440, -1.08871, -8.16291], [-3.29385, 0.79110, -3.67213], [-4.14402, 1.79383, -4.80241], [-2.41682, 1.06634, -6.56030], [-1.51823, 0.29116, -5.23941], [-1.75710, 2.04574, -5.27784], [1.07329, -4.15257, -1.97497], [2.53412, -3.68497, -1.94150], [3.33706, -4.32615, -2.98901], [2.80890, -3.88587, -4.29196], [3.42642, -4.63643, -5.47118], [4.72105, -3.85441, -2.89768], [5.45175, -4.28062, -1.61871], [0.66532, -4.26756, -0.97366], [0.98438, -5.11427, -2.47972], [0.42815, -3.43972, -2.49075], [2.64008, -2.58978, -2.01170], [2.91758, -3.95611, -0.95702], [1.75149, -4.13587, -4.34839], [2.94519, -2.80136, -4.41112], [3.35780, -5.71882, -5.35623], [2.83647, -4.38291, -6.35553], [4.47085, -4.39792, -5.66962], [4.71944, -2.75182, -2.95876], [5.31736, -4.24745, -3.71794], [5.80547, -5.30561, -1.74703], [4.86842, -4.20438, -0.70544], [6.35795, -3.68436, -1.49361], [-3.60520, -0.94787, 1.29038], [-2.95829, -0.94607, 2.65985], [-2.49908, -2.26064, 3.11224], [-1.41214, -2.76549, 2.27084], [-1.07841, -4.20560, 2.62761], [-2.19171, -2.24205, 4.53370], [-0.84079, -1.64915, 4.97516], [-4.43374, -1.65565, 1.23643], [-2.89051, -1.11922, 0.48947], [-4.03200, 0.03497, 1.07768], [-2.12731, -0.21272, 2.69074], [-3.65115, -0.54301, 3.40375], [-0.54732, -2.09414, 2.37855], [-1.77644, -2.80265, 1.25081], [-0.63626, -4.37417, 3.60982], [-0.42034, -4.64470, 1.87901], [-2.01897, -4.76406, 2.58560], [-2.98622, -1.71876, 5.06599], [-2.21661, -3.27549, 4.89709], [-0.85680, -0.57070, 4.80679], [-0.71574, -1.82787, 6.04362], [0.01798, -2.07645, 4.45861], [-2.29081, 4.67019, -0.13662], [-3.15353, 3.64685, 0.59873], [-4.41540, 3.45386, -0.10490], [-4.23455, 2.69303, -1.34104], [-5.43928, 2.76644, -2.26251], [-5.41722, 2.85989, 0.78050], [-5.93066, 3.79964, 1.85873], [-2.87057, 5.57604, -0.31831], [-1.98433, 4.30191, -1.11683], [-1.39182, 4.94503, 0.41911], [-2.58758, 2.71657, 0.74315], [-3.39913, 4.01452, 1.59389], [-3.33353, 3.03084, -1.85459], [-3.98644, 1.64219, -1.09397], [-6.28536, 2.22705, -1.84037], [-5.70477, 3.77991, -2.55793], [-5.20883, 2.24975, -3.18906], [-4.97993, 1.94221, 1.21007], [-6.27480, 2.47521, 0.22935], [-5.28296, 3.78527, 2.73817], [-6.83095, 3.30916, 2.26056], [-6.28103, 4.79061, 1.58847], [4.01241, 3.55355, 2.53437], [3.66998, 4.66254, 3.50083], [4.82009, 5.46872, 4.06065], [2.52198, 4.87048, 3.82130], [4.58484, 2.78643, 3.05856], [4.68660, 3.95134, 1.77499], [3.09722, 3.19255, 2.07930], [5.45897, 4.79147, 4.62975], [4.44654, 6.24217, 4.72685], [5.40259, 5.91554, 3.25669], [-2.00848, 2.08180, 5.69738], [-1.77195, 3.02790, 4.52954], [-1.36528, 4.43559, 4.91420], [-1.95250, 2.67454, 3.38917], [-3.03810, 2.14571, 6.05025], [-1.23509, 2.17427, 6.45575], [-1.94585, 1.05165, 5.33316], [-0.99628, 4.99822, 4.06130], [-0.61710, 4.32031, 5.69913], [-2.22619, 4.96156, 5.33132], [5.52624, 6.43885, 0.24034], [5.28186, 5.71451, -1.06891], [4.79783, 4.28105, -0.97844], [5.43270, 6.25288, -2.13484], [6.37178, 7.10208, 0.04890], [5.83532, 5.76008, 1.03307], [4.65163, 7.00967, 0.54716], [5.46150, 3.65068, -0.37522], [4.80273, 3.79390, -1.95072], [3.80987, 4.19590, -0.52235]], "smiles": "CCOC(=O)C(F)(F)F.CCOC(=O)C(F)(F)F.CCOC(=O)C(F)(F)F.CCOC(=O)C(F)(F)F.CCN(CC)CC.CCN(CC)CC.CCN(CC)CC.CCN(CC)CC.CCN(CC)CC.CC(C)=O.CC(C)=O.CC(C)=O", "spin_multiplicity": 1, "e_tot_ha": -4463.17114, "orbital_gap_ev": 8.16, "mol_weight_g_mol": 1248.5, "lumo_ev": 0.22}